(1)
ORCA calculation (ωB97M-V/def2-TZVPD) on the molecule C6H15BrNO5PSi2.

Summary:
* structure (SMILES): CC(=O)OC[Si@H](O[Si@H](CN)CC(=O)Br)[PH2]=O
* strongest force on any atom: 0.52 eV Å⁻¹
* Kohn-Sham gap: 9.3 eV
* E_LUMO: 0.210 eV

```
! wB97M-V def2-TZVPD RIJCOSX def2/J DEFGRID3
* xyz 0 1
C -3.743 1.082 -0.682
C -2.488 1.271 -1.502
O -2.186 2.290 -2.039
O -1.645 0.207 -1.605
C -1.759 -0.915 -0.735
Si -0.071 -1.718 -0.553
O 1.082 -0.656 -0.089
Si 1.044 0.604 0.986
C 2.414 1.796 0.566
N 2.052 2.870 -0.374
C 1.169 -0.122 2.736
C 2.318 -1.080 2.787
O 3.455 -0.847 2.557
Br 1.790 -2.920 3.225
P 0.701 -2.515 -2.543
O 1.437 -1.506 -3.346
H -4.465 1.813 -1.026
H -4.156 0.078 -0.757
H -3.527 1.286 0.368
H -2.123 -0.616 0.255
H -2.460 -1.666 -1.123
H -0.256 -2.815 0.428
H -0.283 1.259 0.867
H 2.837 2.247 1.467
H 3.226 1.208 0.125
H 1.414 3.527 0.061
H 1.564 2.509 -1.187
H 1.422 0.708 3.406
H 0.243 -0.575 3.079
H -0.419 -3.121 -3.160
H 1.411 -3.686 -2.195
*
```

=====

(2)
ORCA calculation (ωB97M-V/def2-TZVPD) on a structure of composition C32H28F3N3PrS6 at a distorted geometry.

Summary:
* <S²>: 2.002
* strongest force on any atom: 2.96 eV Å⁻¹
* ΔE to the lowest compared entry with this formula, charge and spin: 22.1 kcal/mol
* Kohn-Sham gap (spin up / spin down): 6.9 / 6.9 eV
* E_LUMO (spin up / spin down): -3.275 / -3.273 eV

```
! wB97M-V def2-TZVPD RIJCOSX def2/J DEFGRID3
* xyz 1 3
Pr -0.030 0.186 -0.339
C 0.239 -0.605 4.277
C 1.581 -1.102 3.776
S 1.518 -1.995 2.186
C 0.447 -3.438 2.603
C -0.667 -3.660 1.597
S -1.667 -2.200 1.108
C -2.480 -1.694 2.681
C -2.304 -0.223 3.015
S -0.595 0.417 2.999
H 0.379 0.023 5.156
H -0.427 -1.419 4.551
H 2.042 -1.757 4.518
H 2.255 -0.269 3.567
H 0.059 -3.270 3.604
H 1.082 -4.327 2.627
H -1.349 -4.429 1.965
H -0.250 -3.977 0.639
H -2.104 -2.347 3.466
H -3.547 -1.886 2.552
H -2.733 -0.018 3.998
H -2.794 0.400 2.260
S 2.460 1.306 0.018
C 1.501 2.578 0.673
C 2.053 3.816 1.029
C 1.254 4.748 1.646
C -0.092 4.447 1.875
C -0.576 3.231 1.451
N 0.190 2.300 0.864
H 3.094 3.993 0.817
H 1.662 5.698 1.955
H -0.743 5.148 2.371
H -1.621 2.963 1.587
S 3.087 -6.444 -1.898
C 3.984 -6.942 -0.528
C 4.062 -5.973 0.426
C 3.387 -4.798 0.058
C 2.799 -4.881 -1.183
C 2.031 -3.867 -1.860
C 1.770 -2.644 -1.206
N 1.075 -1.655 -1.729
C 0.649 -1.772 -3.011
C 0.816 -2.974 -3.743
C 0.297 -3.071 -5.068
C -0.287 -2.006 -5.661
C -0.411 -0.760 -4.980
C -1.018 0.346 -5.576
C -1.119 1.541 -4.875
C -0.545 1.583 -3.583
N -0.014 0.543 -2.975
C 0.050 -0.632 -3.648
C -1.839 2.659 -5.423
C -2.375 2.778 -6.684
C -3.123 3.952 -6.859
C -3.160 4.721 -5.736
S -2.273 4.037 -4.446
C 1.496 -4.032 -3.132
H 4.402 -7.930 -0.506
H 4.589 -6.092 1.354
H 3.356 -3.921 0.680
H 2.154 -2.468 -0.208
H 0.380 -4.017 -5.579
H -0.676 -2.069 -6.666
H -1.417 0.259 -6.577
H -0.544 2.516 -3.028
H -2.243 2.054 -7.468
H -3.622 4.207 -7.777
H -3.656 5.660 -5.596
H 1.622 -4.966 -3.662
F -3.707 0.889 -0.847
C -2.481 0.669 -0.339
F -1.989 -0.432 -1.239
F -1.718 1.736 -0.946
*
```

=====

(3)
ORCA calculation (ωB97M-V/def2-TZVPD) on the molecule C4H12N2O.

Summary:
* structure (SMILES): C[C@@H](O)CNCN
* strongest force on any atom: 0.78 eV Å⁻¹
* ΔE to the lowest compared entry with this formula, charge and spin: 30.8 kcal/mol
* Kohn-Sham gap: 9.6 eV
* E_LUMO: 0.906 eV

```
! wB97M-V def2-TZVPD RIJCOSX def2/J DEFGRID3
* xyz 0 1
C -1.795 -0.462 1.801
C -0.696 0.216 1.008
O -0.045 1.247 1.764
C 0.435 -0.679 0.479
N 1.257 -0.010 -0.528
C 0.603 0.241 -1.799
N 1.427 -0.107 -2.941
H -1.423 -1.024 2.661
H -2.323 -1.170 1.160
H -2.511 0.285 2.123
H -1.159 0.686 0.142
H -0.587 1.436 2.536
H 1.093 -0.827 1.336
H 0.079 -1.629 0.083
H 1.617 0.837 -0.101
H -0.306 -0.365 -1.821
H 0.275 1.274 -1.925
H 2.206 -0.671 -2.627
H 1.853 0.723 -3.352
*
```

=====

(4)
ORCA calculation (ωB97M-V/def2-TZVPD) on a structure of composition C26H30BBr4F4N4O2PdSe2.

Summary:
* strongest force on any atom: 0.98 eV Å⁻¹
* ΔE to the lowest compared entry with this formula, charge and spin: 2.9 kcal/mol
* Kohn-Sham gap: 6.0 eV
* E_LUMO: -4.914 eV

```
! wB97M-V def2-TZVPD RIJCOSX def2/J DEFGRID3
* xyz 1 1
Pd -0.144 -1.545 -0.701
Br -4.741 -5.197 3.300
C -3.886 -3.806 2.421
C -4.026 -2.412 3.012
Br -4.991 -2.234 4.590
C -3.485 -1.333 2.423
Br -3.608 0.419 3.033
C -2.702 -1.498 1.178
O -2.240 -0.597 0.516
C -2.455 -2.949 0.656
O -1.698 -3.111 -0.291
C -3.168 -4.054 1.313
Br -2.908 -5.731 0.545
F 2.318 -2.140 1.713
B 1.117 -2.807 1.682
F 0.042 -1.786 1.572
F 0.877 -3.562 2.796
F 0.970 -3.555 0.498
C 3.687 3.267 -0.374
C 4.530 2.177 0.284
C 4.117 1.831 1.718
C 2.972 0.833 1.834
N 1.689 1.398 1.396
C 1.024 1.123 0.263
Se 1.670 -0.074 -1.051
N -0.121 1.825 0.241
C -1.052 1.936 -0.887
C -0.495 2.812 -2.003
C -0.294 4.275 -1.621
C -1.597 5.042 -1.435
C -0.217 2.553 1.421
C -1.208 3.395 1.916
C -0.973 3.970 3.147
C 0.203 3.714 3.873
C 1.179 2.868 3.389
C 0.938 2.290 2.146
H 4.126 3.578 -1.322
H 3.626 4.149 0.266
H 2.666 2.948 -0.590
H 5.568 2.511 0.300
H 4.512 1.268 -0.326
H 3.866 2.751 2.252
H 4.961 1.384 2.248
H 2.833 0.497 2.862
H 3.145 -0.056 1.231
H -1.979 2.337 -0.480
H -1.264 0.930 -1.237
H -1.190 2.744 -2.845
H 0.448 2.374 -2.340
H 0.295 4.755 -2.405
H 0.312 4.340 -0.711
H -2.257 4.900 -2.292
H -1.415 6.110 -1.333
H -2.143 4.727 -0.544
H -2.123 3.584 1.376
H -1.716 4.631 3.570
H 0.345 4.190 4.833
H 2.075 2.658 3.952
C 1.948 -3.205 -2.757
N 0.686 -3.882 -3.048
C 0.552 -5.240 -3.213
C -0.756 -5.486 -3.438
N -1.408 -4.274 -3.395
C -2.852 -4.118 -3.517
C -0.515 -3.300 -3.146
Se -0.924 -1.461 -2.960
H 2.750 -3.777 -3.214
H 2.088 -3.149 -1.676
H 1.912 -2.206 -3.190
H 1.396 -5.902 -3.156
H -1.281 -6.405 -3.620
H -3.205 -4.764 -4.317
H -3.080 -3.084 -3.756
H -3.325 -4.392 -2.576
*
```

=====

(5)
ORCA calculation (ωB97M-V/def2-TZVPD) on a cluster of 2 separate species, CH3FO2S in total at a distorted geometry.

Summary:
* structure (SMILES): O=S.OCF
* strongest force on any atom: 4.11 eV Å⁻¹
* ΔE to the lowest compared entry with this formula, charge and spin: 38.8 kcal/mol
* Kohn-Sham gap (spin up / spin down): 7.8 / 7.8 eV
* E_LUMO (spin up / spin down): -1.873 / -1.858 eV

```
! wB97M-V def2-TZVPD RIJCOSX def2/J DEFGRID3
* xyz 0 1
O 2.251 1.388 0.654
S 2.339 2.878 0.758
O -0.373 0.272 -0.154
C -1.049 -0.892 -0.185
F -0.852 -1.634 -1.312
H 0.574 0.123 -0.397
H -0.893 -1.543 0.695
H -1.997 -0.593 -0.059
*
```

=====

(6)
ORCA calculation (ωB97M-V/def2-TZVPD) on the ion C6H9N2 with charge +1 at a distorted geometry.

Summary:
* structure (SMILES): CN=C=C1C=[NH+]CC1
* strongest force on any atom: 8.52 eV Å⁻¹
* ΔE to the lowest compared entry with this formula, charge and spin: 80.7 kcal/mol
* Kohn-Sham gap: 8.3 eV
* E_LUMO: -4.740 eV

```
! wB97M-V def2-TZVPD RIJCOSX def2/J DEFGRID3
* xyz 1 1
C 3.190 -0.026 1.786
N 1.805 -0.005 1.547
C 1.081 0.063 0.614
C -0.077 0.094 0.020
C -0.813 1.243 -0.578
N -1.988 1.023 -1.303
C -2.205 -0.447 -1.434
C -1.093 -1.012 -0.383
H 3.490 -0.674 1.020
H 3.462 -0.539 2.678
H 3.714 0.938 1.758
H -0.574 2.363 -0.373
H -2.542 1.812 -1.522
H -2.058 -0.842 -2.430
H -3.203 -0.805 -1.108
H -0.585 -1.813 -0.765
H -1.603 -1.375 0.472
*
```